Entry 1:
ORCA calculation (wB97M-V/def2-TZVPD) on one molecule with the formula C16H20N2O6S2.

Atoms and positions in Å:
C (1.02, -1.44, -3.82)
C (0.29, -0.67, -2.73)
H (0.99, -0.07, -2.15)
H (-0.49, -0.03, -3.15)
O (-0.41, -1.55, -1.85)
C (0.28, -2.13, -0.88)
O (1.45, -1.95, -0.66)
C (-0.61, -3.04, -0.05)
N (-1.92, -2.45, 0.14)
C (-3.00, -3.16, -0.28)
O (-2.90, -4.26, -0.79)
C (-4.33, -2.48, -0.05)
H (-5.12, -3.06, -0.52)
H (-4.53, -2.36, 1.01)
S (-4.30, -0.84, -0.83)
C (-2.95, -0.23, 0.11)
C (-2.87, 1.13, 0.39)
C (-1.83, 1.63, 1.16)
C (-0.90, 0.74, 1.66)
C (-0.95, -0.61, 1.38)
C (-1.96, -1.11, 0.56)
H (-0.19, -1.24, 1.81)
S (0.43, 1.36, 2.69)
O (1.03, 0.26, 3.39)
O (-0.05, 2.48, 3.44)
N (1.47, 1.96, 1.50)
C (2.22, 3.14, 1.86)
H (1.52, 3.86, 2.30)
C (2.88, 3.69, 0.60)
H (3.51, 4.55, 0.84)
O (3.72, 2.73, 0.00)
C (3.00, 1.57, -0.33)
H (3.72, 0.87, -0.75)
C (2.33, 0.95, 0.91)
H (1.73, 0.09, 0.62)
H (3.09, 0.63, 1.62)
H (2.22, 1.81, -1.07)
H (2.10, 4.00, -0.11)
H (2.99, 2.90, 2.60)
H (-1.75, 2.67, 1.40)
H (-3.63, 1.78, 0.00)
H (-0.77, -3.98, -0.60)
H (-0.11, -3.28, 0.90)
H (1.48, -0.74, -4.51)
H (1.79, -2.06, -3.38)
H (0.32, -2.07, -4.36)

Computed properties:
LUMO energy   0.2 eV
Structure (SMILES)   CCOC(=O)CN1C(=O)CSc2ccc(S(=O)(=O)N3CCOCC3)cc21
E_HOMO   -0.3252 Eh
Kohn-Sham gap   9.05 eV



Entry 2:
ORCA calculation (wB97M-V/def2-TZVPD) on a 2-piece molecular cluster, C4H11N2O overall.

Atoms and positions in Å:
N (1.76, 2.57, 0.47)
C (0.83, 1.90, 1.48)
O (-0.23, 1.31, 0.84)
H (1.11, 2.74, -0.28)
H (2.10, 3.48, 0.79)
H (1.43, 1.17, 2.09)
H (0.49, 2.73, 2.15)
C (-1.33, -0.55, -1.28)
C (-0.58, -1.66, -0.59)
C (-0.65, -2.94, -1.07)
N (0.17, -1.15, 0.47)
H (-0.62, 0.21, -1.66)
H (-2.00, -0.02, -0.56)
H (-1.91, -0.96, -2.09)
H (-0.04, -3.72, -0.60)
H (-1.23, -3.20, -1.93)
H (-0.08, -0.17, 0.82)
H (0.77, -1.75, 0.95)

Computed properties:
LUMO energy   4.3 eV
E_HOMO   -0.1229 Eh
Charge   -1
Kohn-Sham gap   7.60 eV



Entry 3:
ORCA calculation (wB97M-V/def2-TZVPD) on a 16-piece molecular cluster, C17H60NO15 overall.

Atoms and positions in Å:
C (5.35, 2.28, 0.81)
C (4.42, 3.23, 0.29)
C (2.96, 3.81, -0.29)
C (2.22, 2.78, -1.33)
C (2.10, 1.23, -0.83)
C (0.73, 0.91, 0.07)
C (1.11, -0.40, 1.04)
C (2.22, -0.28, 2.07)
C (0.38, 2.12, 1.15)
N (-0.44, 3.25, 0.58)
C (-1.64, 2.85, -0.24)
C (-1.87, 1.23, -0.35)
C (-0.46, 0.62, -1.02)
C (-0.76, -0.94, -1.37)
C (0.49, -1.79, -2.00)
C (0.54, -1.77, -3.67)
C (1.84, -2.74, -4.06)
C (1.85, -3.20, -5.64)
H (6.13, 1.43, 1.12)
H (2.26, 4.11, 0.63)
H (3.21, 4.84, -0.83)
H (2.89, 2.77, -2.32)
H (1.17, 3.20, -1.70)
H (3.09, 0.86, -0.32)
H (1.98, 0.57, -1.81)
H (0.54, -1.42, 1.03)
H (3.27, -0.68, 1.68)
H (2.07, 0.15, 3.15)
H (1.37, 2.43, 1.70)
H (-0.30, 1.59, 1.98)
H (0.12, 3.98, 0.05)
H (-0.83, 3.78, 1.42)
H (-1.56, 3.30, -1.34)
H (-2.61, 3.32, 0.27)
H (-2.03, 0.71, 0.68)
H (-2.80, 1.03, -1.04)
H (-0.29, 1.25, -2.01)
H (-1.66, -0.96, -2.14)
H (-1.18, -1.51, -0.41)
H (0.29, -2.93, -1.72)
H (1.55, -1.54, -1.52)
H (-0.40, -2.32, -4.13)
H (0.65, -0.70, -4.12)
H (1.71, -3.73, -3.42)
H (2.87, -2.27, -3.69)
H (1.53, -4.34, -5.76)
H (1.14, -2.56, -6.31)
H (2.99, -3.17, -5.98)
O (-0.44, -3.72, 1.06)
H (-0.61, -4.42, 0.41)
H (0.36, -4.01, 1.51)
O (5.99, -0.16, -1.87)
H (5.03, -0.10, -1.95)
H (6.23, 0.62, -1.36)
O (-5.02, 0.48, -1.41)
H (-5.89, 0.79, -1.14)
H (-5.09, -0.49, -1.36)
O (-6.91, -0.80, -0.15)
H (-6.65, -0.61, 0.76)
H (-7.19, -1.72, -0.13)
O (-0.72, 5.33, -2.20)
H (-0.80, 5.81, -3.04)
H (-1.39, 5.75, -1.63)
O (3.81, 2.17, 3.72)
H (4.56, 2.21, 4.33)
H (4.21, 2.29, 2.84)
O (-3.86, -4.13, 1.05)
H (-2.92, -4.35, 0.95)
H (-3.96, -3.96, 2.00)
O (7.39, 3.43, 3.16)
H (7.64, 4.30, 3.50)
H (7.36, 3.55, 2.20)
O (-7.53, -2.02, 1.90)
H (-8.40, -1.70, 2.17)
H (-7.60, -2.98, 1.95)
O (-8.74, -3.18, -0.60)
H (-9.30, -3.96, -0.48)
H (-8.65, -3.11, -1.56)
O (5.04, -1.96, 2.21)
H (5.79, -1.93, 2.82)
H (5.45, -1.85, 1.34)
O (8.64, -1.63, -1.78)
H (7.68, -1.57, -1.86)
H (8.88, -0.84, -1.27)
O (-7.93, 0.71, 3.34)
H (-7.54, 0.00, 2.81)
H (-7.19, 1.31, 3.52)
O (-10.05, 1.42, 5.49)
H (-9.30, 1.46, 6.10)
H (-9.64, 1.54, 4.61)
O (3.96, -4.38, 3.24)
H (4.04, -3.44, 3.04)
H (3.02, -4.50, 3.44)

Computed properties:
LUMO energy   -3.4 eV
E_HOMO   -0.3557 Eh
Charge   +1
Kohn-Sham gap   6.32 eV



Entry 4:
ORCA calculation (wB97M-V/def2-TZVPD) on a 11-piece molecular cluster, C27H80N10O15 overall.

Atoms and positions in Å:
C (18.89, 15.47, 11.07)
C (17.45, 16.09, 11.02)
O (17.06, 16.30, 9.67)
O (18.81, 14.19, 10.43)
H (19.14, 15.27, 12.11)
H (19.61, 16.07, 10.50)
H (17.29, 17.08, 11.40)
H (16.83, 15.31, 11.52)
H (17.47, 15.63, 9.10)
H (18.26, 13.61, 10.97)
C (11.14, 12.73, 12.59)
C (10.33, 12.60, 11.36)
O (10.99, 11.73, 10.42)
O (11.10, 11.51, 13.36)
H (10.73, 13.57, 13.19)
H (12.19, 12.92, 12.32)
H (10.09, 13.54, 10.84)
H (9.39, 12.04, 11.59)
H (11.33, 11.04, 10.99)
H (10.28, 11.47, 13.90)
C (15.76, 15.69, 14.32)
C (14.58, 15.26, 13.48)
O (14.24, 13.85, 13.70)
O (15.54, 15.58, 15.70)
H (15.81, 16.79, 14.16)
H (16.69, 15.25, 14.03)
H (14.87, 15.37, 12.45)
H (13.69, 15.88, 13.55)
H (13.84, 13.81, 14.56)
H (15.88, 14.68, 15.87)
C (12.49, 14.33, 6.74)
C (12.01, 13.23, 7.59)
O (12.78, 13.20, 8.78)
O (11.56, 14.46, 5.73)
H (13.42, 14.13, 6.24)
H (12.53, 15.22, 7.41)
H (12.08, 12.25, 7.08)
H (10.96, 13.40, 7.85)
H (12.54, 12.43, 9.35)
H (10.79, 14.98, 6.06)
C (17.77, 11.68, 6.24)
C (18.83, 12.78, 6.15)
C (18.19, 14.17, 5.90)
O (17.46, 14.65, 7.01)
C (16.48, 15.55, 6.50)
N (19.88, 12.93, 7.17)
H (17.11, 11.98, 7.07)
H (18.17, 10.72, 6.57)
H (17.15, 11.48, 5.39)
H (19.32, 12.69, 5.16)
H (17.52, 13.98, 5.05)
H (18.99, 14.86, 5.65)
H (15.89, 15.08, 5.74)
H (17.02, 16.45, 6.18)
H (15.85, 15.89, 7.30)
H (19.52, 13.15, 8.07)
H (20.35, 12.03, 7.23)
C (15.56, 11.34, 10.49)
C (16.75, 11.25, 11.42)
C (17.96, 10.88, 10.56)
O (19.10, 10.84, 11.40)
C (20.25, 10.94, 10.62)
N (16.88, 12.52, 12.15)
H (15.39, 10.39, 9.96)
H (15.64, 12.14, 9.75)
H (14.68, 11.51, 11.12)
H (16.65, 10.42, 12.11)
H (18.05, 11.60, 9.74)
H (17.79, 9.91, 10.08)
H (21.07, 10.68, 11.30)
H (20.47, 11.93, 10.26)
H (20.27, 10.17, 9.76)
H (15.95, 12.79, 12.44)
H (17.51, 12.34, 12.91)
C (16.45, 20.92, 8.85)
C (15.26, 20.00, 9.12)
C (14.01, 20.74, 8.70)
O (13.58, 21.82, 9.51)
C (13.14, 21.45, 10.87)
N (15.39, 18.75, 8.24)
H (16.35, 21.32, 7.80)
H (17.42, 20.49, 8.98)
H (16.43, 21.84, 9.41)
H (15.27, 19.59, 10.15)
H (13.16, 20.04, 8.65)
H (14.33, 21.05, 7.68)
H (12.60, 20.51, 10.87)
H (12.54, 22.37, 11.12)
H (14.01, 21.31, 11.51)
H (16.26, 18.22, 8.31)
H (14.61, 18.19, 8.52)
C (10.00, 19.77, 10.47)
C (10.33, 19.14, 11.84)
C (10.01, 19.96, 13.05)
O (8.63, 19.96, 13.28)
C (8.31, 20.69, 14.46)
N (9.72, 17.80, 11.92)
H (9.97, 20.84, 10.30)
H (9.03, 19.39, 10.21)
H (10.68, 19.34, 9.76)
H (11.41, 18.96, 11.92)
H (10.45, 20.93, 13.03)
H (10.50, 19.33, 13.86)
H (9.01, 20.26, 15.21)
H (7.26, 20.45, 14.73)
H (8.54, 21.75, 14.35)
H (10.05, 17.39, 12.77)
H (8.74, 17.91, 12.13)
C (13.32, 16.43, 10.58)
O (13.67, 17.54, 11.05)
N (12.06, 15.98, 10.57)
N (14.24, 15.59, 10.02)
H (11.36, 16.53, 10.94)
H (11.79, 15.18, 10.01)
H (13.89, 14.78, 9.57)
H (15.17, 15.89, 9.91)
C (9.41, 16.05, 8.08)
O (9.07, 15.24, 7.19)
N (10.19, 17.16, 7.81)
N (9.02, 15.86, 9.43)
H (10.75, 17.16, 6.97)
H (10.69, 17.44, 8.61)
H (9.24, 16.60, 10.10)
H (8.29, 15.20, 9.58)
C (13.51, 18.84, 14.48)
O (12.52, 18.12, 14.46)
N (14.08, 19.42, 15.66)
N (14.23, 19.15, 13.36)
H (13.54, 19.41, 16.51)
H (14.77, 20.13, 15.58)
H (13.88, 18.90, 12.42)
H (14.86, 19.96, 13.33)

Computed properties:
LUMO energy   0.3 eV
Structure (SMILES)   COC[C@H](C)N.COC[C@H](C)N.COC[C@H](C)N.COC[C@H](C)N.NC(N)=O.NC(N)=O.NC(N)=O.OCCO.OCCO.OCCO.OCCO
E_HOMO   -0.3249 Eh
Kohn-Sham gap   9.18 eV



Entry 5:
ORCA calculation (wB97M-V/def2-TZVPD) on C28H20Cl4IrN6O6S2 as an isolated structure.

Atoms and positions in Å:
Ir (0.00, -0.09, 0.26)
N (-0.12, 5.09, 6.24)
C (-0.03, 3.84, 5.66)
C (0.78, 2.85, 6.23)
C (0.90, 1.61, 5.63)
C (0.20, 1.34, 4.47)
C (-0.59, 2.32, 3.88)
C (-0.71, 3.56, 4.47)
S (0.31, -0.25, 3.73)
O (-0.99, -0.83, 3.63)
O (1.36, -0.97, 4.39)
N (0.73, 0.07, 2.18)
C (1.98, 0.43, 1.81)
N (2.97, 0.90, 2.56)
C (4.09, 1.16, 1.90)
C (4.25, 0.99, 0.52)
C (3.15, 0.55, -0.19)
N (2.03, 0.26, 0.46)
H (0.21, 5.22, 7.17)
H (-0.83, 5.72, 5.92)
H (1.32, 3.07, 7.14)
H (1.53, 0.85, 6.06)
H (-1.10, 2.13, 2.94)
H (-1.32, 4.33, 4.01)
H (4.91, 1.53, 2.50)
H (5.18, 1.21, 0.03)
H (3.15, 0.41, -1.26)
Cl (-0.77, 5.69, -3.14)
C (-0.59, 4.04, -2.71)
C (-0.66, 3.04, -3.75)
Cl (-0.92, 3.54, -5.36)
C (-0.52, 1.71, -3.45)
Cl (-0.58, 0.49, -4.64)
C (-0.31, 1.31, -2.10)
O (-0.15, 0.09, -1.76)
C (-0.25, 2.31, -1.07)
O (-0.06, 1.92, 0.13)
C (-0.39, 3.68, -1.41)
Cl (-0.29, 4.83, -0.14)
C (-6.63, 0.87, 4.92)
C (-5.81, 0.66, 3.68)
C (-4.44, 0.86, 3.69)
C (-3.68, 0.68, 2.54)
C (-4.30, 0.28, 1.37)
C (-5.67, 0.07, 1.33)
C (-6.42, 0.26, 2.48)
S (-3.37, 0.09, -0.11)
O (-3.00, 1.39, -0.59)
O (-4.13, -0.80, -0.94)
N (-1.96, -0.63, 0.26)
C (-1.73, -1.96, 0.46)
C (-2.56, -3.04, 0.73)
C (-1.94, -4.26, 0.93)
C (-0.55, -4.38, 0.86)
C (0.20, -3.26, 0.59)
N (-0.39, -2.09, 0.37)
H (-6.05, 0.65, 5.81)
H (-7.52, 0.23, 4.92)
H (-6.97, 1.90, 4.98)
H (-3.94, 1.14, 4.61)
H (-2.61, 0.81, 2.57)
H (-6.14, -0.26, 0.41)
H (-7.49, 0.09, 2.46)
H (-3.63, -2.91, 0.79)
H (-2.55, -5.13, 1.15)
H (-0.07, -5.33, 1.02)
H (1.28, -3.29, 0.52)

Computed properties:
LUMO energy (spin up / spin down)   0.1 / -2.2 eV
E_HOMO (spin up / spin down)   -0.3006 / -0.3010 Eh
Multiplicity   2
Kohn-Sham gap (spin up / spin down)   8.28 / 6.00 eV
⟨S²⟩   0.7660



Entry 6:
ORCA calculation (wB97M-V/def2-TZVPD) on a 2-piece molecular cluster, C4H11N3O2 overall.

Atoms and positions in Å:
C (-2.09, 3.05, -0.30)
C (-1.42, 1.73, 0.04)
O (-0.87, 1.12, -0.97)
O (-1.32, 1.40, 1.22)
H (-1.84, 3.52, -1.24)
H (-1.95, 3.70, 0.55)
H (-3.14, 2.77, -0.31)
C (0.89, -1.68, -1.79)
C (1.17, -1.31, 0.50)
N (0.55, -0.97, -0.57)
N (2.00, -2.43, 0.56)
N (0.80, -0.84, 1.70)
H (-0.40, 0.14, -0.70)
H (1.78, -1.26, -2.26)
H (0.12, -1.49, -2.54)
H (2.75, -2.44, -0.13)
H (2.39, -2.59, 1.47)
H (0.11, -0.07, 1.70)
H (1.38, -1.01, 2.51)
H (0.91, -2.74, -1.58)

Computed properties:
LUMO energy   0.6 eV
Structure (SMILES)   CN=C(N)N.CC(=O)O
E_HOMO   -0.3403 Eh
Kohn-Sham gap   9.88 eV



no.,DFT total energy (Ha)
1,-1979.041941
2,-343.743400
3,-1866.274407
4,-2752.863258
5,-4600.513082
6,-473.795806